Density functional theory data (wB97M-V/def2-TZVPD) for a structure of composition C15H20N6O9Ru at a distorted geometry.

## Properties
Multiplicity ... 2
Max |F| ... 0.0755 Eh/bohr
Total energy ... -1683.90205 Eh
Net charge ... +1

CARTESIAN COORDINATES (ANGSTROEM)
Ru  0.011  -0.466  0.341
O  -3.269  2.324  0.548
C  -2.247  1.626  0.111
O  -1.126  1.679  0.586
C  -2.598  0.726  -1.038
O  -1.387  0.242  -1.568
C  -1.528  -0.901  -2.401
C  -1.553  -2.214  -1.523
O  -1.615  -3.259  -2.123
O  -1.539  -1.961  -0.259
H  -3.023  2.876  1.305
H  -3.166  1.270  -1.795
H  -3.214  -0.090  -0.642
H  -0.656  -0.964  -3.046
H  -2.449  -0.884  -2.984
C  0.401  -3.159  5.073
N  -0.237  -2.862  3.796
C  -1.155  -3.859  3.257
C  -0.004  -1.723  3.125
N  -0.806  -1.233  2.231
N  1.149  -1.047  3.489
C  1.705  0.050  2.874
N  2.877  0.451  3.404
N  1.107  0.665  1.907
H  1.421  -3.540  4.952
H  -0.180  -3.929  5.573
H  0.405  -2.279  5.716
H  -0.731  -4.848  3.428
H  -1.269  -3.733  2.182
H  -2.134  -3.815  3.738
H  -1.639  -1.779  2.060
H  1.772  -1.558  4.093
H  3.332  -0.040  4.153
H  3.380  1.209  2.979
H  1.572  1.501  1.579
O  1.648  -0.935  -1.148
C  2.235  -1.739  -0.373
O  1.716  -2.011  0.747
C  3.540  -2.337  -0.754
C  4.153  -2.013  -1.961
C  5.378  -2.573  -2.288
C  5.994  -3.462  -1.421
C  5.373  -3.766  -0.220
C  4.156  -3.213  0.127
N  6.012  -4.698  0.719
O  6.946  -5.352  0.309
O  5.560  -4.750  1.849
H  3.662  -1.325  -2.637
H  5.860  -2.313  -3.219
H  6.946  -3.915  -1.658
H  3.693  -3.473  1.066